(1)
Entry from the OMol25 dataset: C51H44BrClN3O8PSTi as an isolated structure in a non-equilibrium geometry (ωB97M-V/def2-TZVPD).

* DFT total energy: -200261.7603 eV
* HOMO energy (spin up / spin down): 0.7 / -3.0 eV

ORCA input file:
```
! RIJCOSX wB97M-V def2-TZVPD def2/J DEFGRID3
* xyz -2 3
Ti -0.443 -0.643 0.295
O 1.325 -0.451 -0.604
C 2.282 -1.230 -0.976
C 2.906 -1.065 -2.234
C 3.851 -1.964 -2.682
C 4.253 -3.051 -1.901
C 3.728 -3.170 -0.623
C 2.804 -2.256 -0.129
C 2.494 -2.237 1.305
N 2.228 -1.148 1.890
C 1.905 -1.073 3.286
C 0.730 -0.098 3.421
N -0.372 -0.647 2.659
C -1.385 -1.069 3.299
C -2.405 -1.946 2.759
C -3.526 -2.246 3.536
C -4.434 -3.207 3.144
C -4.195 -3.913 1.962
C -3.090 -3.648 1.184
C -2.184 -2.631 1.542
O -1.144 -2.394 0.791
H 2.570 -0.238 -2.849
H 4.285 -1.825 -3.669
H 4.978 -3.766 -2.272
H 4.071 -3.967 0.033
H 2.543 -3.195 1.850
H 2.765 -0.665 3.828
H 1.639 -2.045 3.729
H 1.023 0.862 2.992
H 0.461 0.040 4.476
H -1.479 -0.847 4.369
H -3.674 -1.699 4.462
H -5.311 -3.416 3.743
H -4.894 -4.680 1.646
H -2.902 -4.176 0.258
Cl 1.540 2.953 -0.192
C 0.099 3.912 -0.380
C -0.108 4.970 0.488
C -1.283 5.700 0.409
C -2.240 5.365 -0.532
C -2.004 4.320 -1.414
C -0.824 3.581 -1.370
P -0.411 2.233 -2.552
C -2.030 1.993 -3.387
C -2.245 2.211 -4.748
C -3.449 1.848 -5.345
C -4.458 1.273 -4.585
C -4.252 1.052 -3.227
C -3.046 1.391 -2.635
C 0.487 3.252 -3.807
C 1.539 2.635 -4.479
C 2.266 3.316 -5.451
C 1.952 4.630 -5.755
C 0.909 5.262 -5.085
C 0.185 4.578 -4.121
H 0.627 5.179 1.255
H -1.468 6.491 1.126
H -3.183 5.897 -0.566
H -2.762 4.061 -2.142
H -1.466 2.655 -5.356
H -3.595 2.022 -6.405
H -5.394 0.987 -5.049
H -5.017 0.579 -2.622
H -2.883 1.145 -1.590
H 1.790 1.609 -4.233
H 3.080 2.816 -5.962
H 2.519 5.167 -6.507
H 0.662 6.292 -5.315
H -0.622 5.077 -3.597
Br -1.452 5.254 4.147
C -2.649 4.087 3.175
C -4.028 4.332 3.302
C -4.875 3.407 2.641
C -4.378 2.368 1.899
C -2.966 2.185 1.726
C -2.104 3.084 2.432
C -2.457 1.086 0.968
O -3.134 0.105 0.575
O -1.140 1.123 0.675
H -4.408 5.161 3.880
H -5.952 3.529 2.729
H -5.044 1.659 1.419
H -1.033 2.943 2.377
C 3.519 -4.562 -5.273
C 2.185 -4.082 -5.772
C 1.004 -4.564 -5.228
C -0.225 -4.068 -5.637
C -0.266 -3.078 -6.601
C 0.900 -2.593 -7.179
C 2.116 -3.103 -6.766
S -1.800 -2.283 -6.960
O -2.868 -3.121 -6.476
O -1.841 -1.894 -8.347
N -1.615 -0.907 -6.078
C -1.096 -1.004 -4.692
C -1.979 -1.686 -3.655
C -1.139 -1.717 -2.375
O -0.325 -2.634 -2.242
O -1.322 -0.729 -1.585
H 3.403 -5.402 -4.589
H 4.024 -3.764 -4.725
H 4.164 -4.870 -6.099
H 1.042 -5.300 -4.434
H -1.143 -4.408 -5.178
H 0.841 -1.808 -7.922
H 3.034 -2.717 -7.197
H -2.464 -0.347 -6.129
H -0.893 0.020 -4.383
H -0.134 -1.510 -4.736
H -2.204 -2.709 -3.952
H -2.907 -1.131 -3.514
*
```

=====

(2)
Entry from the OMol25 dataset: C51H44GeN2O8PReSSe as an isolated structure in a non-equilibrium geometry (ωB97M-V/def2-TZVPD).

* DFT total energy: -217078.6915 eV
* HOMO energy (spin up / spin down): -5.2 / -4.9 eV

ORCA input file:
```
! RIJCOSX wB97M-V def2-TZVPD def2/J DEFGRID3
* xyz -1 2
Re -0.478 -0.773 -2.570
C 1.683 4.936 -1.422
C 0.841 5.173 -2.499
C 0.000 4.173 -2.952
C 0.007 2.930 -2.328
C 0.858 2.688 -1.260
C 1.691 3.697 -0.803
P -1.083 1.579 -2.787
C -2.710 2.166 -2.185
C -3.864 1.474 -2.552
C -5.107 1.896 -2.114
C -5.220 3.031 -1.320
C -4.080 3.732 -0.966
C -2.833 3.300 -1.393
C -1.440 1.145 -4.497
C -1.822 1.787 -5.664
C -2.222 0.992 -6.723
C -2.263 -0.397 -6.599
C -1.899 -1.022 -5.418
C -1.452 -0.248 -4.342
H 2.343 5.718 -1.073
H 0.851 6.135 -2.994
H -0.647 4.353 -3.801
H 0.885 1.704 -0.803
H 2.357 3.502 0.020
H -3.790 0.607 -3.197
H -5.990 1.340 -2.402
H -6.193 3.367 -0.987
H -4.155 4.622 -0.353
H -1.949 3.855 -1.105
H -1.795 2.865 -5.758
H -2.501 1.449 -7.664
H -2.563 -0.991 -7.455
H -1.899 -2.103 -5.346
C 4.407 -3.744 1.693
C 3.457 -3.840 0.533
C 3.588 -2.999 -0.568
C 2.721 -3.081 -1.646
C 1.700 -4.019 -1.617
C 1.560 -4.881 -0.543
C 2.434 -4.786 0.529
S 0.585 -4.117 -2.994
O 1.335 -3.780 -4.162
O -0.081 -5.395 -2.911
N -0.494 -2.934 -2.726
C -1.710 -3.100 -2.138
C -2.418 -4.235 -1.715
C -3.632 -4.032 -1.100
C -4.138 -2.745 -0.898
C -3.388 -1.677 -1.334
N -2.226 -1.860 -1.967
H 4.958 -2.805 1.672
H 5.133 -4.559 1.672
H 3.875 -3.803 2.643
H 4.387 -2.270 -0.594
H 2.833 -2.423 -2.494
H 0.767 -5.617 -0.551
H 2.319 -5.451 1.376
H -2.006 -5.217 -1.871
H -4.195 -4.890 -0.753
H -5.072 -2.576 -0.385
H -3.687 -0.651 -1.165
O 3.625 0.062 -4.190
Se 2.076 0.283 -4.544
O 1.491 -0.558 -5.775
O 1.289 -0.531 -3.102
O 1.518 1.791 -4.415
O -1.737 -1.031 0.868
C -0.600 -1.318 0.535
O -0.066 -0.968 -0.592
C 0.317 -2.156 1.428
C 0.255 -1.820 2.911
Ge 0.708 0.001 3.509
C 1.028 -0.111 5.446
C 0.258 0.560 6.390
C 0.533 0.453 7.747
C 1.589 -0.331 8.182
C 2.371 -1.004 7.255
C 2.089 -0.891 5.904
C 2.343 0.783 2.749
C 3.085 0.232 1.708
C 4.198 0.885 1.193
C 4.598 2.101 1.722
C 3.878 2.664 2.767
C 2.762 2.011 3.267
C -0.760 1.237 3.154
C -2.022 1.020 3.703
C -3.087 1.852 3.394
C -2.903 2.917 2.523
C -1.657 3.138 1.962
C -0.598 2.301 2.274
H 1.331 -2.113 1.034
H 0.003 -3.194 1.267
H 0.917 -2.492 3.463
H -0.758 -2.004 3.280
H -0.562 1.192 6.067
H -0.077 0.988 8.463
H 1.807 -0.413 9.239
H 3.204 -1.611 7.586
H 2.721 -1.413 5.192
H 2.795 -0.709 1.263
H 4.739 0.451 0.362
H 5.459 2.614 1.314
H 4.181 3.616 3.185
H 2.205 2.470 4.078
H -2.190 0.176 4.364
H -4.063 1.664 3.824
H -3.735 3.566 2.274
H -1.506 3.956 1.273
H 0.368 2.485 1.820
*
```

=====

Relative energy (zero: lowest compared OMol25 entry of this formula, charge and spin), respectively: 40.3, 9.7 kcal per mole.